(1)
Molecular formula: C33H30F2N6O5S3W
Method: DFT, ωB97M-V/def2-TZVPD

Properties
LUMO (spin up / spin down)	1.308 / 1.576	eV
HOMO energy (spin up / spin down)	-5.220 / -4.861	eV
total charge	-1
largest force on an atom	0.0166	Eh/bohr
spin multiplicity	2
frontier orbital gap (spin up / spin down)	6.53 / 6.44	eV
expectation value of S²	1.209

CARTESIAN COORDINATES (ANGSTROEM)
W: 0.904 0.581 -0.111
O: -0.733 0.545 -1.295
N: -0.952 -0.402 -2.234
C: -2.165 -0.334 -2.829
C: -2.512 -1.216 -3.808
C: -1.575 -2.188 -4.188
C: -0.353 -2.231 -3.572
C: -0.005 -1.321 -2.554
S: 1.494 -1.342 -1.743
H: -2.783 0.468 -2.451
H: -3.484 -1.147 -4.270
H: -1.812 -2.900 -4.966
H: 0.392 -2.963 -3.845
O: 4.294 4.976 -4.711
C: 3.094 4.697 -4.841
O: 2.248 5.054 -5.678
C: 2.538 3.722 -3.758
C: 1.185 3.408 -3.723
C: 0.702 2.547 -2.756
N: 1.501 1.987 -1.842
C: 2.806 2.297 -1.863
C: 3.360 3.152 -2.793
C: 3.604 1.662 -0.758
O: 4.790 1.846 -0.611
O: 2.875 0.882 0.017
H: 0.537 3.847 -4.469
H: -0.352 2.308 -2.671
H: 4.413 3.393 -2.775
F: 1.148 3.583 0.395
C: 0.634 2.442 1.017
F: 1.306 2.367 2.229
H: -0.416 2.672 1.243
C: 4.959 -1.604 -0.259
N: 4.182 -2.813 -0.354
C: 4.380 -3.729 -1.460
C: 3.465 -4.915 -1.111
N: 2.694 -4.376 -0.010
C: 3.185 -3.197 0.462
S: 2.568 -2.391 1.779
H: 6.023 -1.848 -0.208
H: 4.659 -1.053 0.627
H: 4.792 -0.968 -1.130
H: 5.430 -4.023 -1.531
H: 4.096 -3.253 -2.404
H: 4.042 -5.796 -0.814
H: 2.823 -5.190 -1.949
H: 2.054 -4.899 0.558
N: -0.791 5.217 -1.101
C: -1.956 4.862 -0.538
N: -2.548 5.792 0.244
S: -2.650 3.358 -0.763
H: -0.273 6.003 -0.744
H: -0.236 4.480 -1.507
H: -2.192 6.729 0.317
H: -3.453 5.577 0.620
C: -0.087 -0.372 1.289
C: -0.988 -0.755 2.065
C: -2.020 -1.100 2.874
C: -3.375 -0.781 2.403
C: -4.473 -1.590 2.718
C: -5.731 -1.300 2.215
C: -5.924 -0.198 1.393
C: -4.844 0.617 1.078
C: -3.585 0.330 1.575
C: -1.751 -1.774 4.145
C: -0.591 -2.544 4.295
C: -0.297 -3.145 5.507
C: -1.150 -2.996 6.592
C: -2.302 -2.233 6.455
C: -2.601 -1.626 5.247
H: -4.331 -2.460 3.346
H: -6.565 -1.945 2.461
H: -6.909 0.026 1.004
H: -4.974 1.491 0.451
H: -2.751 0.975 1.327
H: 0.080 -2.665 3.453
H: 0.609 -3.731 5.601
H: -0.918 -3.468 7.538
H: -2.966 -2.099 7.300
H: -3.489 -1.014 5.158

(2)
Molecular formula: C9H26F2N4O3Sr
Method: DFT, ωB97M-V/def2-TZVPD

Properties
LUMO	0.541	eV
HOMO energy	-9.006	eV
total charge	0
largest force on an atom	0.0250	Eh/bohr
frontier orbital gap	9.55	eV

CARTESIAN COORDINATES (ANGSTROEM)
Sr: 0.350 0.347 0.485
F: 0.197 -2.124 0.426
F: 0.783 2.664 0.805
C: -2.663 -1.265 3.698
C: -1.919 -0.723 2.480
C: -2.790 0.292 1.779
O: -2.194 0.815 0.597
C: -2.788 2.038 0.216
N: -0.665 -0.052 2.864
H: -3.573 -1.811 3.454
H: -2.890 -0.454 4.397
H: -1.986 -1.939 4.227
H: -1.755 -1.542 1.775
H: -3.121 1.128 2.416
H: -3.744 -0.205 1.529
H: -2.361 2.318 -0.742
H: -2.565 2.818 0.947
H: -3.871 1.918 0.084
H: -0.152 -0.594 3.555
H: -0.854 0.813 3.367
C: 0.764 -2.093 -3.515
C: 0.830 -0.740 -2.829
C: -0.528 -0.185 -2.475
O: -0.368 1.119 -1.916
C: -0.508 2.204 -2.819
N: 1.629 -0.749 -1.572
H: 1.727 -2.592 -3.424
H: 0.477 -2.007 -4.565
H: 0.009 -2.734 -3.049
H: 1.294 -0.021 -3.512
H: -0.971 -0.804 -1.681
H: -1.313 -0.153 -3.239
H: -0.141 3.082 -2.295
H: -1.563 2.358 -3.068
H: 0.065 2.032 -3.732
H: 1.508 -1.648 -1.080
H: 2.600 -0.750 -1.875
C: 3.674 -0.114 1.203
O: 2.548 -0.155 1.669
N: 4.206 1.060 0.765
N: 4.413 -1.254 1.035
H: 5.177 1.163 0.534
H: 3.604 1.869 0.809
H: 5.393 -1.252 0.816
H: 4.033 -2.080 1.459

(3)
Molecular formula: C23H20IrN6O3S
Method: DFT, ωB97M-V/def2-TZVPD

Properties
LUMO (spin up / spin down)	-4.480 / -4.469	eV
HOMO energy (spin up / spin down)	-10.359 / -10.356	eV
total charge	+1
largest force on an atom	0.0793	Eh/bohr
frontier orbital gap (spin up / spin down)	5.88 / 5.89	eV

CARTESIAN COORDINATES (ANGSTROEM)
Ir: -0.088 0.621 -0.696
C: 2.794 0.643 -2.666
O: 2.042 -0.055 -1.691
C: 2.138 -1.419 -1.671
C: 3.015 -2.151 -2.458
C: 3.062 -3.531 -2.347
C: 2.230 -4.195 -1.457
C: 1.348 -3.481 -0.674
C: 1.284 -2.085 -0.762
N: 0.424 -1.333 0.024
N: -0.286 -1.985 0.869
C: -1.129 -1.526 1.770
C: -1.464 -0.121 1.924
O: -0.787 0.800 1.367
C: -2.569 0.213 2.759
C: -3.159 -0.708 3.560
C: -2.747 -2.072 3.556
C: -3.297 -3.010 4.439
C: -2.901 -4.329 4.399
C: -1.953 -4.750 3.466
C: -1.387 -3.841 2.602
C: -1.763 -2.491 2.629
H: 2.498 0.337 -3.671
H: 3.865 0.479 -2.524
H: 2.569 1.697 -2.534
H: 3.676 -1.665 -3.155
H: 3.751 -4.087 -2.961
H: 2.269 -5.269 -1.377
H: 0.686 -3.979 0.016
H: -2.863 1.250 2.770
H: -3.957 -0.415 4.224
H: -4.046 -2.689 5.149
H: -3.323 -5.045 5.086
H: -1.658 -5.788 3.428
H: -0.645 -4.153 1.885
C: 0.134 4.803 -3.483
N: 0.478 4.446 -2.124
C: 0.932 5.345 -1.226
C: 1.158 5.013 0.072
C: 0.832 3.686 0.477
N: 0.482 2.799 -0.449
C: 0.347 3.125 -1.752
O: 0.103 2.231 -2.563
N: 0.872 3.288 1.742
H: 0.014 5.879 -3.570
H: -0.795 4.303 -3.751
H: 0.905 4.462 -4.174
H: 1.095 6.347 -1.595
H: 1.535 5.729 0.782
H: 1.109 3.927 2.479
H: 0.510 2.365 1.950
S: -2.399 0.054 -1.415
C: -2.431 0.881 -2.843
N: -2.511 1.454 -3.840

(4)
Molecular formula: C17H15N3O2
Method: DFT, ωB97M-V/def2-TZVPD

Properties
SMILES	C[C@H]1Oc2ccccc2C=C1/C=N\NC(=O)c1cccnc1
LUMO	-0.377	eV
HOMO energy	-8.176	eV
total charge	0
largest force on an atom	0.0203	Eh/bohr
frontier orbital gap	7.80	eV

CARTESIAN COORDINATES (ANGSTROEM)
C: 0.089 -1.887 2.656
C: -0.382 -1.507 1.246
O: -1.321 -0.441 1.310
C: -0.811 0.809 1.472
C: -1.639 1.801 1.977
C: -1.157 3.087 2.133
C: 0.149 3.399 1.783
C: 0.967 2.426 1.246
C: 0.500 1.124 1.078
C: 1.251 0.104 0.390
C: 0.806 -1.167 0.372
C: 1.444 -2.265 -0.326
N: 2.145 -2.320 -1.390
N: 2.408 -1.275 -2.218
C: 1.653 -0.248 -2.724
O: 2.171 0.542 -3.489
C: 0.218 -0.180 -2.349
C: -0.623 -1.289 -2.384
C: -1.950 -1.124 -2.028
C: -2.387 0.143 -1.669
N: -1.606 1.209 -1.678
C: -0.342 1.054 -2.014
H: -0.769 -2.123 3.281
H: 0.748 -2.750 2.612
H: 0.629 -1.053 3.100
H: -0.950 -2.339 0.812
H: -2.654 1.546 2.241
H: -1.804 3.852 2.534
H: 0.519 4.405 1.913
H: 1.976 2.662 0.942
H: 2.145 0.404 -0.138
H: 1.312 -3.243 0.127
H: 3.290 -1.406 -2.705
H: -0.247 -2.255 -2.691
H: -2.633 -1.960 -2.038
H: -3.413 0.319 -1.374
H: 0.268 1.946 -2.012

(5)
Molecular formula: C19H23N3O2
Method: DFT, ωB97M-V/def2-TZVPD

Properties
SMILES	COc1ccc(NC(=O)NCCN2CCc3ccccc3C2)cc1
LUMO	0.525	eV
HOMO energy	-7.726	eV
total charge	0
largest force on an atom	0.0098	Eh/bohr
frontier orbital gap	8.25	eV

CARTESIAN COORDINATES (ANGSTROEM)
C: -8.547 -0.221 -0.654
O: -7.655 -1.136 -0.068
C: -6.343 -0.772 0.056
C: -5.505 -1.712 0.656
C: -4.166 -1.443 0.833
C: -3.624 -0.227 0.416
N: -2.257 -0.012 0.624
C: -1.518 1.115 0.348
O: -1.944 2.112 -0.195
N: -0.224 1.013 0.783
C: 0.745 2.036 0.465
C: 1.578 1.735 -0.801
N: 2.649 0.773 -0.688
C: 2.268 -0.592 -0.406
C: 3.376 -1.507 -0.925
C: 4.707 -1.094 -0.366
C: 5.772 -1.987 -0.340
C: 7.004 -1.608 0.156
C: 7.185 -0.321 0.636
C: 6.132 0.572 0.614
C: 4.890 0.199 0.114
C: 3.757 1.190 0.140
C: -4.457 0.707 -0.185
C: -5.803 0.438 -0.362
H: -9.520 -0.711 -0.644
H: -8.605 0.709 -0.080
H: -8.269 0.007 -1.689
H: -5.929 -2.650 0.978
H: -3.532 -2.182 1.301
H: -1.788 -0.770 1.100
H: 0.126 0.129 1.116
H: 0.171 2.949 0.290
H: 1.398 2.186 1.328
H: 0.896 1.388 -1.583
H: 2.026 2.673 -1.139
H: 2.132 -0.774 0.677
H: 1.331 -0.815 -0.921
H: 3.412 -1.428 -2.015
H: 3.164 -2.548 -0.669
H: 5.626 -2.991 -0.715
H: 7.823 -2.313 0.170
H: 8.145 -0.016 1.025
H: 6.268 1.577 0.989
H: 3.461 1.325 1.201
H: 4.111 2.159 -0.225
H: -4.048 1.648 -0.511
H: -6.419 1.189 -0.831

(6)
Molecular formula: C6H13N2S
Method: DFT, ωB97M-V/def2-TZVPD

Properties
LUMO	-2.976	eV
HOMO energy	-11.421	eV
total charge	+1
largest force on an atom	0.0217	Eh/bohr
frontier orbital gap	8.45	eV

CARTESIAN COORDINATES (ANGSTROEM)
S: -0.649 0.745 -0.569
C: -1.919 1.786 -1.307
C: -0.813 1.307 1.133
H: -1.957 1.565 -2.387
H: -1.691 2.857 -1.174
H: -2.911 1.581 -0.871
H: -0.603 2.387 1.224
H: -1.824 1.111 1.527
H: -0.082 0.755 1.748
C: -3.029 -3.867 -0.445
C: -2.915 -5.201 -0.756
C: -1.026 -4.159 -1.361
N: -1.858 -3.260 -0.828
N: -1.662 -5.334 -1.319
C: -3.855 -6.340 -0.578
H: -3.849 -3.315 0.015
H: -0.026 -3.970 -1.752
H: -1.636 -2.253 -0.725
H: -1.257 -6.222 -1.668
H: -4.785 -5.978 -0.109
H: -3.412 -7.115 0.070
H: -4.106 -6.796 -1.550

(7)
Molecular formula: C27H42Cl3HgN4O3Si
Method: DFT, ωB97M-V/def2-TZVPD

Properties
LUMO	2.322	eV
HOMO energy	-3.822	eV
total charge	-1
largest force on an atom	0.0467	Eh/bohr
frontier orbital gap	6.14	eV

CARTESIAN COORDINATES (ANGSTROEM)
C: 1.872 -2.598 -3.868
C: 1.273 -3.062 -2.576
H: 2.215 -3.420 -4.509
H: 2.725 -1.931 -3.686
H: 1.112 -2.015 -4.410
C: 1.317 -4.334 -2.145
C: 1.828 -5.476 -2.978
H: 0.945 -4.631 -1.159
H: 2.894 -5.375 -3.247
H: 1.277 -5.541 -3.931
H: 1.700 -6.423 -2.432
Hg: -1.996 2.782 -1.938
Cl: -4.046 3.579 -2.726
Cl: -0.150 2.351 -0.438
C: -2.198 0.518 2.230
O: -1.367 1.219 2.802
N: -2.858 -0.514 2.822
C: -2.648 -0.802 4.230
C: -4.007 -1.145 2.186
H: -2.478 0.669 1.160
H: -1.751 -0.283 4.569
H: -2.539 -1.884 4.359
H: -3.521 -0.487 4.816
H: -3.880 -1.163 1.090
H: -4.951 -0.618 2.430
H: -4.107 -2.178 2.547
H: 3.806 -0.876 -0.247
H: 2.719 -3.286 0.616
C: 4.170 -0.935 0.785
C: 3.051 -2.965 1.612
N: 3.148 -1.513 1.640
H: 4.429 0.060 1.153
C: 2.633 -0.802 2.692
O: 2.976 0.329 3.010
H: 2.330 -3.291 2.367
H: 1.854 -1.382 3.239
H: 5.055 -1.584 0.790
H: 4.031 -3.418 1.831
O: 1.420 -0.928 -1.527
C: 0.580 -1.928 -1.791
C: -0.086 -2.304 0.724
C: -0.346 -2.482 -0.639
H: 0.706 -1.614 1.051
C: -0.826 -3.041 1.661
H: -0.107 -1.453 -2.540
C: -1.422 -3.268 -1.049
H: -0.560 -2.982 2.718
C: -1.897 -3.839 1.247
C: -2.221 -3.921 -0.111
H: -1.595 -3.399 -2.119
H: -2.489 -4.396 1.969
H: -3.078 -4.495 -0.456
Si: 1.508 2.037 -2.887
Cl: -0.662 1.134 -3.398
C: 2.886 1.445 -1.771
C: 1.248 3.923 -2.954
C: 2.146 1.805 -4.659
H: 2.563 0.641 -1.095
H: 3.335 2.258 -1.164
H: 3.677 1.047 -2.438
H: 3.017 1.138 -4.681
H: 2.469 2.805 -4.995
H: 1.377 1.438 -5.352
H: 1.436 4.386 -1.978
H: 0.237 4.203 -3.283
H: 1.940 4.362 -3.684
N: -0.348 5.474 2.076
C: -0.219 5.557 0.728
N: -1.396 5.334 0.125
C: -2.309 5.058 1.113
C: -3.527 4.378 1.036
C: -3.986 3.709 2.168
C: -3.356 3.834 3.416
C: -2.183 4.597 3.536
C: -1.658 5.154 2.385
H: 0.406 5.546 2.765
H: 0.736 5.762 0.249
H: -3.990 4.327 0.053
H: -4.863 3.079 2.091
H: -3.763 3.323 4.291
H: -1.661 4.725 4.482

(8)
Molecular formula: H20KrO10
Method: DFT, ωB97M-V/def2-TZVPD

Properties
LUMO	-0.770	eV
HOMO energy	-9.662	eV
total charge	0
largest force on an atom	0.0127	Eh/bohr
frontier orbital gap	8.89	eV

CARTESIAN COORDINATES (ANGSTROEM)
Kr: 0.343 -0.109 -0.363
O: 4.175 -0.690 -2.001
H: 3.883 0.185 -2.256
H: 4.167 -0.677 -1.044
O: -2.651 -1.501 1.943
H: -3.242 -1.671 2.676
H: -3.065 -0.784 1.462
O: -0.699 -3.207 1.062
H: -1.357 -2.512 1.046
H: -0.106 -2.958 1.771
O: -2.264 2.776 0.124
H: -2.885 2.108 0.416
H: -2.313 2.748 -0.831
O: 1.776 2.868 -1.808
H: 0.917 3.221 -2.041
H: 2.395 3.549 -2.070
O: -0.395 -0.231 3.322
H: -0.275 0.614 2.890
H: -1.167 -0.609 2.901
O: -1.244 -2.477 -3.491
H: -2.008 -2.038 -3.117
H: -0.573 -1.796 -3.535
O: 3.398 1.908 0.406
H: 4.178 2.415 0.180
H: 2.689 2.326 -0.084
O: -0.250 -4.174 -1.492
H: -0.557 -3.533 -2.133
H: -0.408 -3.760 -0.643
O: -0.489 2.463 2.254
H: -1.176 2.414 1.588
H: -0.798 3.129 2.868